# 1
Computed, not measured: the molecule C25H36N4O4 at a distorted geometry, with ωB97M-V with the def2-TZVPD basis set.

```
69
C25H36N4O4 (ωB97M-V with the def2-TZVPD basis set)
C -10.56767 -3.23376 0.55751
C -9.48018 -2.32525 -0.00353
C -9.63551 -0.88942 0.49490
C -8.64881 0.08681 -0.14204
C -7.19939 -0.17911 0.25613
C -6.27431 0.91465 -0.25753
O -6.65882 1.89202 -0.85494
N -4.96499 0.65587 0.04268
C -3.82446 1.40667 -0.25377
C -3.87303 2.62832 -0.92371
C -2.69897 3.31298 -1.18105
C -1.47358 2.80668 -0.78875
C -1.41530 1.58430 -0.11927
C -0.14970 1.01889 0.30365
N -0.06800 -0.07353 0.95833
O 1.22647 -0.39513 1.23001
C 2.12288 0.61269 0.71452
C 1.20220 1.62167 0.01304
C 2.96699 1.20060 1.85343
C 4.27821 1.58276 1.18225
C 4.25000 3.03211 0.64222
N 5.41681 3.40533 0.10621
O 3.27444 3.74831 0.72650
N 4.42429 0.60307 0.10739
C 5.63122 0.30576 -0.41005
O 6.62559 0.95588 -0.10454
C 5.71175 -0.87142 -1.35355
C 5.93696 -2.17249 -0.56670
C 7.30947 -2.23445 0.10524
C 8.44803 -2.50571 -0.87582
C 9.78631 -2.61634 -0.15624
C 3.17104 -0.05641 -0.19196
C -2.59614 0.89406 0.14444
H -10.53071 -3.24602 1.64482
H -11.55180 -2.88377 0.25381
H -10.44018 -4.25247 0.19853
H -8.50488 -2.71803 0.29041
H -9.52879 -2.33349 -1.09478
H -9.51784 -0.86946 1.58130
H -10.64924 -0.55130 0.26891
H -8.73272 0.03987 -1.22914
H -8.90313 1.10511 0.15742
H -6.86042 -1.13667 -0.14502
H -7.11467 -0.21805 1.34600
H -4.77353 -0.19946 0.54694
H -4.82308 3.02827 -1.23448
H -2.74450 4.25993 -1.69754
H -0.57025 3.35889 -0.99473
H 1.31051 2.62434 0.42591
H 1.38071 1.67473 -1.06260
H 2.48903 2.06256 2.31446
H 3.12178 0.42687 2.60591
H 5.14133 1.50095 1.85259
H 5.50646 4.32765 -0.28774
H 6.17669 2.73357 0.03243
H 4.80605 -0.95192 -1.95331
H 6.55849 -0.70328 -2.01916
H 5.83176 -3.01681 -1.25198
H 5.16230 -2.26872 0.19772
H 7.50134 -1.29343 0.62325
H 7.29644 -3.03090 0.85334
H 8.50650 -1.69793 -1.60691
H 8.24728 -3.43419 -1.41674
H 9.76577 -3.42774 0.56844
H 10.58810 -2.80954 -0.86516
H 10.00872 -1.69155 0.37107
H 2.91236 0.04749 -1.25017
H 3.21141 -1.12253 0.05596
H -2.53110 -0.04939 0.66526
```

Computed properties:
Frontier orbital gap ... 0.3340 Ha
SMILES ... CCCCCC(=O)Nc1cccc(C2=NO[C@@]3(C2)C[C@H](C(N)=O)N(C(=O)CCCCC)C3)c1
Total energy ... -1494.2661 hartree
Energy above the lowest of the compared OMol25 structures with the same formula, charge and spin ... 42.2 kJ/mol
LUMO level ... 0.625 eV
Net charge ... 0

# 2
Computed, not measured: a structure of composition C2H2FLiNaO2 at a distorted geometry, with ωB97M-V with the def2-TZVPD basis set.

```
9
C2H2FLiNaO2 (ωB97M-V with the def2-TZVPD basis set)
H -1.41995 -1.34517 0.50602
O -0.58820 1.38744 0.56132
C -1.09894 0.27593 0.52171
C -0.21216 -0.94454 0.58727
O 0.92078 -0.82483 -0.08025
Na 1.50481 1.39473 -0.33304
Li 1.99400 -2.21648 -0.49863
F -2.33945 0.25553 -0.10386
H -0.15102 -1.44170 1.57786
```

Computed properties:
Frontier orbital gap ... 0.3048 Ha
Total energy ... -497.3504 hartree
Energy above the lowest of the compared OMol25 structures with the same formula, charge and spin ... 279.8 kJ/mol
LUMO level ... -4.458 eV
Net charge ... +1

# 3
Computed, not measured: a cluster of 2 separate species, C8H11NO3 in total at a distorted geometry, with ωB97M-V with the def2-TZVPD basis set.

```
23
C8H11NO3 (ωB97M-V with the def2-TZVPD basis set)
C -0.29772 1.13522 -2.15464
C 0.49255 1.79245 -3.01435
C 1.90910 0.89059 -1.55999
C 1.26266 4.25704 -1.09041
C -0.82403 -1.26861 -0.17026
C -0.49845 0.93364 0.95276
C 1.43084 -0.49187 0.89605
C 0.20087 -0.10364 0.04263
N 0.59398 0.54924 -1.18478
O 0.26596 3.84328 -0.69730
O 2.24006 4.62430 -1.58408
O 1.79466 1.59510 -2.64162
H -1.36070 1.08793 -2.02229
H 0.05526 2.26071 -3.84854
H -0.24008 -2.07471 -0.38898
H -1.35672 -1.57471 0.73082
H -1.63578 -1.17994 -0.95313
H -1.57627 1.24474 0.52375
H -0.58167 0.55001 1.85081
H 0.13923 1.70282 0.89922
H 2.32751 0.07673 0.76210
H 1.09342 -0.56503 1.93077
H 1.66147 -1.47229 0.58610
```

Computed properties:
Frontier orbital gap (alpha / beta) ... 0.2102 / 0.2759 Ha
Total energy ... -591.6853 hartree
2S+1 ... 3
Energy above the lowest of the compared OMol25 structures with the same formula, charge and spin ... 158.8 kJ/mol
LUMO level (alpha / beta) ... 0.715 / -1.404 eV
Net charge ... 0